Record 1
The following is a DFT calculation (ωB97M-V/def2-TZVPD) of a 9-piece molecular cluster, C43H95F12N4O17 overall at a distorted geometry.

Positions of all 171 atoms, in Å:
C: -1.7524 7.8293 5.0258
O: -1.6210 6.7509 4.0686
O: -2.1797 9.0281 4.3339
C: -2.6418 7.3551 6.3218
F: -1.9621 6.6500 7.2074
F: -3.2636 8.4047 6.9992
F: -3.7061 6.6702 5.9598
C: -1.0999 5.5214 4.4389
C: -0.8128 4.7126 3.1027
H: -1.8002 4.2950 2.9058
H: -0.6146 5.3479 2.2394
H: -0.1117 3.8833 3.1971
H: -1.7508 4.9462 5.0974
H: -0.1369 5.5444 4.9489
H: -0.7143 7.8824 5.3540
C: -0.1337 -6.7172 0.7281
O: -1.3644 -7.0171 0.0610
O: 0.4569 -8.0028 0.8949
C: 0.7038 -5.5378 -0.0841
F: 0.2852 -4.2797 0.0047
F: 1.9398 -5.3959 0.4121
F: 0.9273 -5.9332 -1.3276
C: -2.2512 -5.9375 -0.3369
C: -3.6370 -6.3730 -0.8056
H: -3.6045 -6.7089 -1.8420
H: -4.0125 -7.2578 -0.2917
H: -4.3148 -5.5202 -0.7682
H: -1.8274 -5.3357 -1.1408
H: -2.5281 -5.2297 0.4444
H: -0.4199 -6.2912 1.6898
C: -4.0385 0.7456 5.9159
O: -2.8319 0.1996 5.3827
O: -5.0202 0.6073 4.8710
C: -4.2541 0.1446 7.4137
F: -4.9616 -1.0179 7.3675
F: -3.0562 -0.0355 8.0412
F: -4.8754 0.9597 8.2145
C: -2.0185 1.0879 4.5262
C: -0.6935 0.3795 4.3241
H: -0.3773 -0.0237 5.2862
H: -0.9529 -0.3919 3.5991
H: 0.0538 1.1088 4.0114
H: -1.8520 2.0452 5.0201
H: -2.6086 1.4075 3.6673
H: -3.9219 1.8222 6.0397
C: 5.9185 -0.6242 3.6630
O: 4.7728 -1.4412 3.7118
O: 6.5755 -0.7424 4.8615
C: 6.5211 -1.0747 2.2663
F: 6.7673 -2.3963 2.1240
F: 5.6287 -0.7041 1.2799
F: 7.6469 -0.4434 1.9679
C: 3.5750 -0.9513 4.3830
C: 2.3923 -1.8793 4.0460
H: 2.5152 -2.8936 4.4256
H: 1.4430 -1.3792 4.2381
H: 2.3655 -2.0716 2.9734
H: 3.2643 0.0065 3.9657
H: 3.5551 -0.6689 5.4356
H: 5.5719 0.3802 3.4197
C: 0.8162 -0.8700 0.6237
C: 0.1886 0.2083 -0.2778
C: -0.3359 1.3202 0.6202
O: 1.0780 0.6394 -1.2969
H: 0.1226 -1.2992 1.3469
H: 1.6462 -0.4563 1.1965
H: 1.1636 -1.7228 0.0406
H: -0.6464 -0.3132 -0.7458
H: -0.8651 2.0365 -0.0083
H: 0.4659 1.8002 1.1812
H: -1.1691 1.0091 1.2505
C: 2.0766 1.5391 -6.4240
O: 2.2217 0.6328 -5.4108
C: 3.5190 -0.0236 -5.3702
C: 3.8530 -0.8593 -4.0956
N: 3.7116 0.0355 -2.8340
H: 4.0662 0.9273 -3.1487
H: 2.7321 0.1870 -2.6396
C: 4.3918 -0.4438 -1.5595
C: 4.0048 -1.8871 -1.1057
O: 4.4140 -2.8124 -2.0894
C: 3.8976 -4.0569 -1.6596
H: 1.9466 1.0213 -7.3743
H: 2.9459 2.1537 -6.6577
H: 1.2322 2.2274 -6.3851
H: 4.3242 0.7000 -5.4980
H: 3.5452 -0.7594 -6.1739
H: 4.8943 -1.1371 -4.2584
H: 3.2580 -1.7705 -4.0330
H: 4.1784 0.3733 -0.8703
H: 5.4547 -0.3878 -1.7943
H: 2.9354 -1.9746 -0.9138
H: 4.4261 -2.1207 -0.1280
H: 2.8190 -4.1971 -1.5891
H: 4.4286 -4.5238 -0.8301
H: 4.1936 -4.6835 -2.5010
C: 2.6774 3.5159 2.3417
O: 2.9455 3.8622 0.9382
C: 1.9128 4.7544 0.3061
C: 1.8814 4.7231 -1.2278
N: 2.2115 3.3524 -1.7909
H: 3.2054 3.2026 -1.6912
H: 1.7833 2.5848 -1.2933
C: 1.8758 3.1731 -3.3013
C: 0.3590 3.1416 -3.6516
O: -0.0488 4.4985 -3.6342
C: -1.4637 4.6959 -3.8302
H: 3.6099 3.3042 2.8650
H: 1.9424 2.7180 2.4466
H: 2.2155 4.3379 2.8886
H: 2.0854 5.7862 0.6121
H: 0.9211 4.4793 0.6652
H: 2.5515 5.4149 -1.7380
H: 0.8741 4.9467 -1.5791
H: 2.3323 2.2195 -3.5667
H: 2.4712 3.9419 -3.7937
H: -0.1985 2.6978 -2.8268
H: 0.2642 2.5554 -4.5656
H: -1.6838 4.6403 -4.8963
H: -1.7752 5.6447 -3.3934
H: -2.0325 3.8639 -3.4150
C: -3.1397 -2.3898 -0.6996
O: -4.3177 -1.6201 -0.4519
C: -4.0619 -0.3467 0.0597
C: -3.9920 -0.2455 1.5528
N: -5.1330 -0.8710 2.3481
H: -5.1418 -0.3953 3.2390
H: -5.9614 -0.4469 1.9559
C: -5.2379 -2.3835 2.5431
C: -4.0672 -3.1260 3.3487
O: -2.9152 -3.0919 2.5196
C: -1.7716 -3.8073 3.0063
H: -3.2411 -3.3962 -1.1057
H: -2.6689 -2.5908 0.2627
H: -2.4412 -1.8833 -1.3657
H: -4.7937 0.3215 -0.3943
H: -3.1339 0.0545 -0.3477
H: -3.9824 0.7778 1.9281
H: -3.1232 -0.7605 1.9629
H: -5.2608 -2.7965 1.5346
H: -6.2372 -2.5932 2.9247
H: -4.4011 -4.1399 3.5689
H: -4.0476 -2.6192 4.3135
H: -1.9635 -4.8031 3.4059
H: -1.3260 -3.2262 3.8137
H: -1.0933 -3.8109 2.1530
C: 2.0677 -3.8441 -5.8989
O: 1.5022 -2.7781 -5.1459
C: 0.6173 -3.0648 -4.0786
C: -0.0708 -1.8048 -3.5196
N: -0.6037 -1.0099 -4.7078
H: 0.1894 -0.6952 -5.2483
H: -1.2139 -1.6418 -5.2062
C: -1.4761 0.1109 -4.1340
C: -2.2164 0.9539 -5.2130
O: -1.3467 1.3276 -6.2675
C: -2.0301 2.0159 -7.3121
H: 2.5971 -3.4556 -6.7689
H: 1.1647 -4.3287 -6.2703
H: 2.7904 -4.5157 -5.4354
H: 1.3227 -3.4904 -3.3649
H: -0.1964 -3.7176 -4.3945
H: 0.5773 -1.2149 -2.8715
H: -0.9547 -2.0935 -2.9509
H: -0.7615 0.7885 -3.6669
H: -2.2754 -0.1532 -3.4415
H: -2.4955 1.8332 -4.6325
H: -3.0942 0.3897 -5.5280
H: -1.3029 2.5371 -7.9347
H: -2.7429 2.7517 -6.9397
H: -2.6021 1.2827 -7.8808

Spin multiplicity: 2
Gap between HOMO and LUMO (spin up / spin down) in eV: 2.046 / 3.555
Highest occupied orbital energy (spin up / spin down) in eV: -0.72 / -2.32
Total charge: -2

Record 2
The following is a DFT calculation (ωB97M-V/def2-TZVPD) of C43H99Cl3O24S8SbSi as an isolated structure.

Positions of all 179 atoms, in Å:
C: 1.1733 -8.3885 4.2066
C: 0.2580 -9.3991 4.9044
C: -1.2030 -8.9583 4.9301
C: -1.9110 -9.0796 3.5727
C: -3.0307 -8.0383 3.3995
C: -2.5377 -6.7449 2.7786
Sb: -4.0498 -5.1565 2.7083
Cl: -4.0534 -5.3076 5.2738
C: -4.0826 -5.1046 0.4576
C: -5.1354 -5.9516 -0.1778
C: -6.1563 -5.3650 -0.9292
C: -7.1231 -6.1340 -1.5670
C: -7.1012 -7.5219 -1.4532
C: -6.0932 -8.1228 -0.7037
C: -5.1258 -7.3522 -0.0772
C: -2.2531 -3.7019 2.5906
Cl: -1.5467 -3.1219 4.1244
C: -2.4970 -2.5685 1.5761
C: -1.2945 -2.3807 0.6560
Cl: -2.8634 -0.9672 2.2984
Si: -5.8488 -3.3321 3.0790
C: -7.3897 -4.3046 3.5519
C: -6.3314 -2.3466 1.5296
C: -5.4757 -2.1365 4.4853
H: 2.2172 -8.5334 4.4902
H: 0.8829 -7.3677 4.4644
H: 1.1148 -8.4796 3.1198
H: 0.6156 -9.5426 5.9281
H: 0.3427 -10.3686 4.4003
H: -1.2313 -7.9033 5.2275
H: -1.7632 -9.5348 5.6700
H: -1.1750 -8.9439 2.7702
H: -2.3161 -10.0914 3.4699
H: -3.8348 -8.4728 2.7970
H: -3.4597 -7.8169 4.3805
H: -1.7377 -6.3311 3.4070
H: -2.1070 -6.9096 1.7840
H: -5.3020 -6.4024 2.7269
H: -4.2569 -4.0804 0.1235
H: -3.0984 -5.4032 0.0806
H: -6.1691 -4.2822 -1.0166
H: -7.9041 -5.6426 -2.1365
H: -7.8604 -8.1338 -1.9256
H: -6.0621 -9.2006 -0.5959
H: -4.3401 -7.8329 0.4940
H: -1.4425 -4.3098 2.1769
H: -3.3686 -2.8120 0.9787
H: -0.4012 -2.3842 1.2905
H: -1.3336 -1.4308 0.1257
H: -1.2128 -3.2219 -0.0370
H: -7.4445 -5.2506 3.0049
H: -8.2989 -3.7239 3.3758
H: -7.3365 -4.5534 4.6142
H: -7.0569 -2.9096 0.9375
H: -5.5018 -2.0430 0.8903
H: -6.8269 -1.4286 1.8664
H: -4.4223 -2.0892 4.7587
H: -5.8130 -1.1318 4.2188
H: -6.0344 -2.4510 5.3690
O: -6.1431 0.0091 6.7248
S: -6.4374 1.2280 7.4086
O: -5.8822 2.4607 6.9381
O: -6.0833 1.0397 8.9476
C: -4.7693 0.5006 9.2458
C: -3.6669 1.5262 9.0947
C: -8.1761 1.4157 7.5963
H: -4.5986 -0.3733 8.6163
H: -4.8532 0.1612 10.2760
H: -3.5339 1.8173 8.0545
H: -2.7304 1.1014 9.4568
H: -3.8960 2.4233 9.6703
H: -8.5871 0.4879 7.9836
H: -8.5708 1.6273 6.6053
H: -8.3677 2.2472 8.2687
O: 3.1511 1.0572 -0.6368
S: 2.6173 2.0638 0.2353
O: 3.3449 2.4098 1.4208
O: 1.1332 1.6984 0.6222
C: 0.8606 0.3625 1.1307
C: 1.2691 0.1811 2.5756
C: 2.2723 3.5254 -0.6741
H: 1.3404 -0.3675 0.4776
H: -0.2148 0.2454 1.0326
H: 2.3515 0.2185 2.6950
H: 0.9081 -0.7855 2.9296
H: 0.8338 0.9649 3.1947
H: 1.6956 3.2578 -1.5556
H: 3.2372 3.9471 -0.9497
H: 1.7219 4.2075 -0.0317
O: 8.2219 6.2408 3.5368
S: 6.9544 6.8553 3.2756
O: 6.1425 7.2647 4.3815
O: 6.1220 5.9463 2.2923
C: 5.9787 4.5363 2.6160
C: 4.9669 4.2757 3.7061
C: 7.1663 8.2182 2.1832
H: 6.9593 4.1327 2.8703
H: 5.6637 4.0773 1.6817
H: 5.2973 4.6659 4.6686
H: 4.8120 3.2013 3.7958
H: 4.0137 4.7442 3.4638
H: 7.7643 7.8943 1.3361
H: 7.6803 8.9936 2.7464
H: 6.1860 8.5637 1.8672
O: -5.3556 -2.1695 -2.3962
S: -4.8630 -2.0434 -3.7312
O: -3.5134 -1.6033 -3.9274
O: -5.8473 -1.1097 -4.5551
C: -6.1795 0.1738 -3.9656
C: -5.0686 1.1914 -4.1115
C: -5.1407 -3.5343 -4.6170
H: -6.4543 0.0177 -2.9218
H: -7.0713 0.4856 -4.5048
H: -4.1972 0.9177 -3.5191
H: -5.4245 2.1648 -3.7732
H: -4.7562 1.2728 -5.1523
H: -6.1719 -3.8412 -4.4681
H: -4.4609 -4.2729 -4.1971
H: -4.9219 -3.3627 -5.6674
O: 5.5598 4.0140 -1.2065
S: 6.9278 3.6564 -1.4418
O: 7.9422 4.1357 -0.5566
O: 7.2862 4.0501 -2.9383
C: 7.0115 5.4110 -3.3521
C: 8.0508 6.3935 -2.8576
C: 7.0608 1.9143 -1.6103
H: 6.0066 5.6927 -3.0354
H: 7.0242 5.3718 -4.4396
H: 8.0096 6.5048 -1.7749
H: 7.8722 7.3657 -3.3173
H: 9.0505 6.0539 -3.1264
H: 6.2940 1.5684 -2.2974
H: 6.8975 1.4962 -0.6193
H: 8.0592 1.6767 -1.9680
O: 8.9142 5.5827 -6.4588
S: 9.2237 4.1884 -6.5842
O: 10.1368 3.5876 -5.6627
O: 9.6978 3.9019 -8.0706
C: 10.7597 4.7344 -8.6013
C: 12.1257 4.3420 -8.0816
C: 7.7396 3.2479 -6.6283
H: 10.5264 5.7778 -8.3866
H: 10.6919 4.5902 -9.6772
H: 12.2223 4.5459 -7.0168
H: 12.8892 4.9097 -8.6141
H: 12.3030 3.2783 -8.2378
H: 7.0609 3.6935 -7.3500
H: 7.3205 3.2860 -5.6239
H: 7.9863 2.2242 -6.8960
O: 1.3106 1.7177 -2.5196
S: 1.8875 0.9416 -3.5753
O: 1.4013 1.0940 -4.9114
O: 1.8654 -0.5748 -3.1444
C: 0.5925 -1.1225 -2.6879
C: -0.3806 -1.4106 -3.8067
C: 3.6330 1.1536 -3.5618
H: 0.1722 -0.4344 -1.9540
H: 0.8771 -2.0310 -2.1626
H: -0.7242 -0.4966 -4.2879
H: -1.2492 -1.9210 -3.3982
H: 0.0797 -2.0403 -4.5691
H: 3.9897 1.0264 -2.5437
H: 3.8270 2.1630 -3.9182
H: 4.0760 0.4220 -4.2320
O: -3.0457 6.0591 -4.8394
S: -1.8885 6.8366 -4.5098
O: -0.8415 6.9702 -5.4762
O: -1.3000 6.3325 -3.1337
C: -1.0540 4.9037 -2.9793
C: 0.1920 4.4271 -3.6839
C: -2.3782 8.4380 -3.9699
H: -1.9406 4.3644 -3.3134
H: -0.9714 4.7764 -1.9022
H: 0.0865 4.4898 -4.7666
H: 0.3798 3.3892 -3.4020
H: 1.0541 5.0316 -3.3968
H: -3.1569 8.3320 -3.2203
H: -2.7548 8.9603 -4.8463
H: -1.5083 8.9491 -3.5673

Gap between HOMO and LUMO in eV: 5.212
Highest occupied orbital energy in eV: -3.98
Total charge: -1